Entry 1:
Formula: C11H18BBrF4N3O3PScSe
Source: the Open Molecules 2025 dataset
Level of theory: ωB97M-V with the def2-TZVPD basis set

Net charge: +1
Relative energy (zero: lowest compared OMol25 entry of this formula, charge and spin) (kJ/mol): 0.0
M (g mol⁻¹): 561.88
HOMO level (eV): -12.377
Multiplicity: 1

Element x y z (Å)
Sc -0.489 -2.046 0.345
Br -2.189 -2.369 -1.380
C -1.428 1.831 -3.610
C -2.481 1.558 -2.520
O -2.021 1.430 -1.157
P -0.536 1.267 -0.559
O -0.937 0.252 0.694
C -1.888 0.788 1.781
C -3.168 0.005 1.646
O -0.398 2.723 0.179
C 0.897 3.427 0.371
C 0.631 4.848 0.726
H -2.008 2.013 -4.528
H -0.804 0.913 -3.702
H -0.779 2.689 -3.307
H -2.995 0.615 -2.725
H -3.259 2.364 -2.478
H -1.988 1.882 1.520
H -1.319 0.604 2.744
H -3.592 0.262 0.657
H -3.866 0.279 2.432
H -2.957 -1.072 1.640
H 1.542 3.254 -0.508
H 1.362 2.911 1.244
H 0.212 5.343 -0.168
H 1.525 5.287 1.172
H -0.212 4.921 1.447
F 0.772 -1.608 2.410
B -0.195 -2.236 3.368
F -0.916 -1.365 4.135
F -1.140 -2.839 2.344
F 0.456 -3.265 4.004
Se 1.485 -5.598 0.497
N 3.161 -5.112 -0.031
C 3.059 -3.868 -0.422
C 4.138 -3.066 -0.857
C 3.838 -1.790 -1.289
C 2.535 -1.227 -1.154
N 1.464 -1.890 -0.618
C 1.735 -3.223 -0.281
N 0.762 -3.991 0.190
H 5.092 -3.560 -0.901
H 4.556 -1.107 -1.781
H 2.341 -0.238 -1.570

Atom charges from the Löwdin analysis, given in e for atoms 1 to 8:
1. Sc 0.802
2. Br 0.192
3. C -0.087
4. C -0.269
5. O -0.326
6. P 0.837
7. O -0.484
8. C -0.170

Entry 2:
Formula: C18H32AuN5O7S
Source: the Open Molecules 2025 dataset
Level of theory: ωB97M-V with the def2-TZVPD basis set

Relative energy (zero: lowest compared OMol25 entry of this formula, charge and spin) (kJ/mol): 36.8
M (g mol⁻¹): 659.52
HOMO level (eV): -7.998
Multiplicity: 1

Element x y z (Å)
Au 0.758 -0.598 -1.222
C 1.662 -2.817 -3.936
C 2.264 -3.154 -2.577
C 3.351 -4.204 -2.689
O 2.818 -1.956 -1.984
C 1.118 -3.628 -1.636
O 1.079 -4.816 -1.338
O 0.248 -2.745 -1.287
H 2.426 -2.398 -4.600
H 0.857 -2.089 -3.811
H 1.252 -3.712 -4.407
H 4.159 -3.846 -3.335
H 2.941 -5.124 -3.104
H 3.752 -4.431 -1.703
H 3.406 -1.549 -2.630
C 1.330 1.648 -3.242
C 0.953 2.936 -4.023
N -0.394 3.376 -3.654
C -0.424 3.672 -2.221
C -0.032 2.413 -1.403
N 0.226 1.283 -2.326
C -0.998 1.033 -3.125
C -1.345 2.303 -3.948
H 2.230 1.785 -2.643
H 1.496 0.801 -3.909
H 0.977 2.763 -5.100
H 1.649 3.747 -3.803
H -1.428 4.013 -1.961
H 0.264 4.495 -2.028
H -0.819 2.108 -0.716
H 0.872 2.577 -0.816
H -1.794 0.767 -2.431
H -0.813 0.169 -3.761
H -2.350 2.660 -3.717
H -1.306 2.099 -5.019
C -4.866 1.383 4.053
C -3.996 0.132 3.982
S -2.293 0.610 4.233
O -1.839 1.284 3.040
O -2.175 1.261 5.511
C -1.458 -0.972 4.350
C 0.060 -0.836 4.447
N 0.695 -0.323 3.231
C 0.665 -0.952 2.031
N 1.205 -0.195 1.084
C 1.590 0.963 1.679
C 1.278 0.911 2.999
N 1.549 1.925 3.968
O 1.476 1.642 5.154
O 1.974 2.980 3.535
C 0.109 -2.313 1.814
H -5.910 1.119 3.891
H -4.569 2.102 3.290
H -4.772 1.858 5.029
H -4.032 -0.346 3.002
H -4.242 -0.591 4.761
H -1.773 -1.564 3.490
H -1.831 -1.423 5.270
H 0.473 -1.824 4.645
H 0.331 -0.188 5.270
H 2.080 1.762 1.149
H 0.137 -2.913 2.723
H 0.668 -2.813 1.026
H -0.920 -2.263 1.449

Atom charges from the Löwdin analysis, given in e for atoms 1 to 8:
1. Au 0.825
2. C -0.028
3. C -0.541
4. C -0.034
5. O -0.088
6. C -0.623
7. O 0.036
8. O -0.173

Entry 3:
Formula: C5H10O2
Source: the Open Molecules 2025 dataset
Level of theory: ωB97M-V with the def2-TZVPD basis set

SMILES: CCO[C@@H](C)C=O
Relative energy (zero: lowest compared OMol25 entry of this formula, charge and spin) (kJ/mol): 164.7
M (g mol⁻¹): 102.13
HOMO level (eV): -9.585
Multiplicity: 1

Element x y z (Å)
C -0.125 2.405 0.777
C 0.738 1.239 0.330
O 0.016 0.395 -0.559
C -0.193 -0.914 -0.087
C -1.256 -1.576 -0.954
C 1.092 -1.728 -0.180
O 1.256 -2.786 0.375
H -1.060 2.046 1.218
H 0.402 3.004 1.523
H -0.376 3.048 -0.069
H 1.634 1.595 -0.193
H 1.078 0.668 1.205
H -0.521 -0.910 0.964
H -1.410 -2.609 -0.631
H -2.196 -1.024 -0.872
H -0.943 -1.574 -2.003
H 1.865 -1.280 -0.843

Atom charges from the Löwdin analysis, given in e for atoms 1 to 8:
1. C -0.072
2. C -0.271
3. O -0.136
4. C -0.390
5. C -0.022
6. C -0.211
7. O 0.066
8. H 0.078

Entry 4:
Formula: C22H32AsN3O4RuS2SbSe4
Source: the Open Molecules 2025 dataset
Level of theory: ωB97M-V with the def2-TZVPD basis set

Net charge: -1
Relative energy (zero: lowest compared OMol25 entry of this formula, charge and spin) (kJ/mol): 61.8
M (g mol⁻¹): 1080.24
HOMO level (alpha / beta) (eV): -5.116 / -5.145
Multiplicity: 5
<S²>: 6.030

Element x y z (Å)
Ru 0.891 1.588 -0.408
C 8.439 -0.938 -3.793
C 7.056 -0.507 -3.385
C 6.865 0.366 -2.319
C 5.595 0.783 -1.957
C 4.502 0.314 -2.669
C 4.664 -0.564 -3.727
C 5.941 -0.968 -4.082
S 2.889 0.911 -2.262
O 1.923 0.000 -2.838
O 2.802 2.288 -2.667
N 2.831 0.880 -0.643
C 2.927 -0.479 -0.105
C 1.570 -1.171 0.016
O 1.447 -2.374 0.056
O 0.567 -0.331 0.155
H 9.176 -0.659 -3.041
H 8.726 -0.467 -4.735
H 8.486 -2.018 -3.936
H 7.723 0.728 -1.764
H 5.441 1.468 -1.133
H 3.789 -0.927 -4.251
H 6.074 -1.656 -4.909
H 3.330 -0.413 0.910
H 3.601 -1.119 -0.679
N -2.989 3.052 1.209
C -2.021 2.175 0.945
S -1.313 2.184 -0.622
N -1.637 1.267 1.845
C -2.141 1.111 3.170
C -2.250 2.191 4.037
C -2.747 1.983 5.318
C -3.113 0.713 5.735
C -2.976 -0.363 4.867
C -2.496 -0.165 3.584
H -2.919 3.942 0.701
H -3.334 3.115 2.156
H -1.086 0.502 1.467
H -1.891 3.173 3.750
H -2.817 2.825 5.994
H -3.492 0.557 6.737
H -3.249 -1.361 5.187
H -2.391 -0.987 2.893
Se 1.480 7.502 0.835
Sb -0.026 5.506 0.793
Se 1.747 3.693 0.443
Se -0.522 5.619 3.160
Se -1.738 5.701 -0.897
C -3.341 -3.289 2.114
C -3.182 -3.263 0.599
As -2.542 -1.520 -0.116
C -4.228 -0.967 -0.975
C -5.203 -0.401 0.053
C -1.544 -2.149 -1.682
C -2.289 -3.062 -2.646
H -3.680 -4.268 2.463
H -4.068 -2.549 2.453
H -2.390 -3.076 2.606
H -4.127 -3.520 0.113
H -2.452 -4.016 0.293
H -4.672 -1.819 -1.495
H -3.978 -0.212 -1.725
H -5.487 -1.162 0.785
H -6.120 -0.040 -0.418
H -4.758 0.433 0.601
H -0.655 -2.635 -1.275
H -1.185 -1.252 -2.192
H -2.707 -3.932 -2.134
H -1.617 -3.430 -3.424
H -3.111 -2.542 -3.141

Atom charges from the Löwdin analysis, given in e for atoms 1 to 8:
1. Ru 0.818
2. C -0.056
3. C -0.276
4. C -0.036
5. C -0.047
6. C -0.293
7. C -0.044
8. C -0.038

Entry 5:
Formula: C3H12N3O
Source: the Open Molecules 2025 dataset
Level of theory: ωB97M-V with the def2-TZVPD basis set

Net charge: +1
Relative energy (zero: lowest compared OMol25 entry of this formula, charge and spin) (kJ/mol): 23.8
M (g mol⁻¹): 106.15
HOMO level (eV): -14.225
Multiplicity: 1

Element x y z (Å)
C 1.095 -0.610 1.826
N 1.187 -0.808 0.349
C 0.784 -2.175 -0.076
H 1.546 0.339 2.089
H 0.043 -0.620 2.093
H 1.618 -1.426 2.313
H 2.130 -0.588 0.031
H 0.623 -0.065 -0.137
H 1.564 -2.871 0.190
H 0.641 -2.200 -1.156
H -0.130 -2.438 0.444
N -1.536 2.467 -0.120
C -0.917 1.572 -0.913
N -1.718 0.800 -1.712
O 0.312 1.420 -0.875
H -0.953 3.137 0.348
H -2.522 2.634 -0.203
H -1.208 0.241 -2.378
H -2.558 1.194 -2.114

Atom charges from the Löwdin analysis, given in e for atoms 1 to 8:
1. C 0.003
2. N -0.060
3. C -0.001
4. H 0.106
5. H 0.106
6. H 0.104
7. H 0.176
8. H 0.094

Entry 6:
Formula: C50H33I4InN6Se
Source: the Open Molecules 2025 dataset
Level of theory: ωB97M-V with the def2-TZVPD basis set

M (g mol⁻¹): 1419.25
HOMO level (eV): -7.222
Multiplicity: 1

Element x y z (Å)
In 0.307 -0.022 -0.169
I 0.106 -7.827 -6.177
C 0.128 -6.229 -4.805
C 0.067 -4.926 -5.271
C 0.084 -3.879 -4.362
C 0.162 -4.127 -2.995
C 0.220 -5.442 -2.549
C 0.203 -6.498 -3.449
C 0.198 -2.986 -2.031
C 1.474 -2.540 -1.645
C 2.728 -3.081 -2.109
C 3.716 -2.351 -1.532
C 3.081 -1.354 -0.703
C 3.750 -0.397 0.082
C 5.237 -0.363 -0.044
C 6.060 -0.871 0.955
C 7.441 -0.835 0.821
C 7.996 -0.284 -0.321
I 10.092 -0.222 -0.529
C 7.195 0.229 -1.328
C 5.817 0.185 -1.185
C 3.163 0.535 0.952
N 1.829 0.714 1.146
C 1.652 1.720 2.043
C 0.411 2.216 2.484
C 0.452 3.347 3.455
C 0.084 4.625 3.043
C 0.138 5.698 3.920
C 0.558 5.484 5.223
I 0.647 7.105 6.565
C 0.917 4.219 5.659
C 0.863 3.155 4.771
C -0.860 1.763 2.096
C -2.108 2.197 2.676
C -3.099 1.498 2.066
C -2.473 0.624 1.104
N -1.127 0.819 1.154
C -3.142 -0.308 0.296
C -2.553 -1.259 -0.555
C -3.259 -2.277 -1.295
C -2.327 -3.024 -1.939
C -1.037 -2.468 -1.612
N -1.221 -1.399 -0.789
C -4.634 -0.287 0.346
C -5.353 -1.232 1.070
C -6.740 -1.200 1.094
C -7.407 -0.214 0.386
I -9.512 -0.159 0.420
C -6.710 0.739 -0.340
C -5.324 0.699 -0.354
C 2.950 2.211 2.443
C 3.878 1.484 1.772
N 1.733 -1.516 -0.787
H 0.011 -4.724 -6.332
H 0.040 -2.856 -4.715
H 0.281 -5.646 -1.486
H 0.250 -7.517 -3.091
H 2.838 -3.908 -2.792
H 4.780 -2.478 -1.648
H 5.619 -1.302 1.845
H 8.074 -1.239 1.600
H 7.636 0.661 -2.216
H 5.180 0.586 -1.965
H -0.238 4.786 2.021
H -0.138 6.689 3.589
H 1.234 4.059 6.681
H 1.138 2.160 5.100
H -2.202 2.927 3.463
H -4.159 1.551 2.258
H -4.329 -2.408 -1.311
H -2.495 -3.878 -2.576
H -4.825 -2.001 1.621
H -7.291 -1.937 1.663
H -7.240 1.503 -0.891
H -4.765 1.437 -0.918
H 3.126 3.011 3.142
H 4.950 1.580 1.825
N -0.593 -1.851 2.883
N 0.265 -1.847 1.745
H -0.839 -2.795 3.155
H -1.443 -1.363 2.633
H 0.084 -2.623 1.115
H 1.220 -1.934 2.070
Se 0.758 1.419 -2.238
C -0.801 2.545 -2.263
C -1.189 3.272 -1.140
C -2.330 4.060 -1.179
C -3.083 4.144 -2.342
C -2.691 3.431 -3.467
C -1.559 2.631 -3.428
H -0.586 3.222 -0.242
H -2.639 4.618 -0.302
H -3.966 4.770 -2.370
H -3.282 3.498 -4.372
H -1.257 2.060 -4.296

Atom charges from the Löwdin analysis, given in e for atoms 1 to 8:
1. In 0.523
2. I 0.841
3. C -0.724
4. C -0.141
5. C -0.012
6. C -0.225
7. C -0.024
8. C -0.146